Formula: C10H23Cl4N
Source: the Open Molecules 2025 dataset
Level of theory: the ωB97M-V functional and the def2-TZVPD basis

Geometry as XYZ:
```
38
Properties=species:S:1:pos:R:3:forces:R:3:lowdin_charge:R:1
Cl 27.60600 40.04200 36.13900 -0.07 -0.77 0.34 0.6411
C 27.28800 38.29500 36.43000 2.87 -0.92 -3.60 -0.6703
C 26.01600 37.78600 35.85400 -0.55 0.10 1.21 -0.5463
Cl 26.06500 35.89100 36.05500 -0.46 1.98 0.15 0.4607
H 27.43500 38.18800 37.43800 0.04 -0.67 2.39 0.0276
H 28.09700 37.72500 35.83500 -0.80 1.03 1.34 0.0947
H 26.06300 37.88900 34.77800 -0.67 0.34 -0.01 0.0274
H 25.23500 38.39000 36.43100 0.09 -1.71 -1.28 0.1151
Cl 25.90600 35.01400 30.93300 0.86 -0.75 -0.88 0.5513
C 25.27000 36.60700 31.31100 -0.29 0.27 0.61 -0.6885
C 26.38700 37.68700 31.42200 0.34 -0.51 0.18 -0.6247
Cl 25.65700 39.24600 31.97900 0.10 -0.25 -0.59 0.5311
H 24.81900 36.29900 32.26600 -0.04 1.38 -0.07 0.0495
H 24.46100 36.83700 30.58800 0.74 0.15 0.41 0.0784
H 27.05000 37.77000 30.51500 -1.27 0.27 0.58 0.0924
H 27.10600 37.50100 32.23000 -0.41 -0.57 -0.18 0.0505
C 25.97000 42.09900 34.60900 -2.07 0.27 -2.17 -0.1169
C 26.13100 42.97200 33.31800 -1.28 -1.11 0.11 -0.2466
N 25.62200 44.29900 33.45700 -2.60 -0.04 0.25 -0.1867
C 26.21000 45.35000 32.63500 -0.13 4.29 8.70 -0.3527
C 26.92200 45.10900 31.48700 0.04 7.58 -4.73 -0.1315
C 24.18900 44.27900 33.27600 -2.77 -0.89 -0.63 -0.2894
C 23.33000 45.32200 34.04000 0.10 0.34 -7.63 -0.0638
H 26.27700 42.65000 35.43500 0.31 1.32 1.53 0.0453
H 26.56400 41.24200 34.64000 0.97 -0.91 -0.95 -0.0867
H 24.96400 41.67100 34.79700 0.19 0.73 -0.22 0.0826
H 25.71000 42.54200 32.36500 0.27 -0.40 0.82 0.1201
H 27.14800 43.06500 33.16200 2.37 0.00 -0.37 0.0857
H 26.96500 45.79200 33.39900 -0.40 -0.84 -0.77 0.1245
H 25.63700 46.40500 32.69400 0.18 -2.81 -0.75 0.1647
H 27.22100 44.21500 31.27300 2.82 -5.17 -0.61 0.0053
H 27.70100 46.08400 31.44200 -1.61 -3.19 -0.60 0.1683
H 26.17100 45.27200 30.69300 0.60 0.14 -0.65 0.0890
H 23.51300 43.34100 33.30000 2.19 0.03 1.74 0.1309
H 23.89700 44.22400 32.20200 0.57 1.60 -0.38 0.1128
H 22.37400 44.96300 33.73100 -1.29 -0.05 0.07 0.0530
H 23.35900 46.29700 33.45500 0.40 -0.61 1.66 0.0914
H 23.33000 45.28000 35.01800 0.71 0.33 4.96 0.0106
```
Positions in Å, forces in eV/Å.

Calculated values
* E: -62317.89240 eV
* relative energy (zero: lowest compared OMol25 entry of this formula, charge and spin): 2.0321 eV
* maximum force: 9.70 eV Å⁻¹

---

Formula: C10H23N2
Source: the Open Molecules 2025 dataset
Level of theory: the ωB97M-V functional and the def2-TZVPD basis

Geometry as XYZ:
```
35
Properties=species:S:1:pos:R:3:forces:R:3:lowdin_charge:R:1
C 0.36542 -0.21553 -1.37596 -1.26 -1.51 -1.16 0.0348
C 2.35131 -1.79713 0.42594 1.22 -0.92 -0.99 -0.0413
C 3.23704 0.30408 -0.54470 1.24 2.56 3.81 -0.0286
C 2.35410 0.31291 1.84023 4.11 0.17 -2.10 -0.0170
C -3.50181 -0.03517 -0.44503 -1.42 -2.45 2.04 -0.0513
C -1.31006 -0.66285 2.06065 -2.58 1.60 -0.05 0.0326
C -2.49035 -1.16741 -0.26251 1.31 0.88 -0.62 -0.1785
C -1.49428 2.90434 -1.64533 1.41 0.68 -2.38 -0.0193
C 2.22311 -0.28808 0.42580 -0.24 -0.33 -0.43 -0.6098
C -1.29369 -0.72425 0.54378 -2.54 -0.86 2.09 -0.2335
N 0.91020 0.15422 -0.11008 1.45 2.19 -0.28 0.0375
N -0.28948 -0.42036 -0.08927 2.26 -0.17 -2.47 0.0264
H -0.13569 0.52447 -2.02144 0.68 -0.06 0.47 0.1161
H 0.65765 -1.16814 -1.93019 -0.13 1.20 1.09 0.1650
H 3.40089 -2.01579 0.86087 -2.23 -0.27 0.12 0.1321
H 1.40785 -2.25741 0.75976 0.87 -0.26 1.07 0.0836
H 2.44554 -2.27631 -0.58732 0.00 0.97 0.43 0.0943
H 4.27320 -0.06614 -0.15543 -1.67 1.30 -0.73 0.1373
H 3.03779 1.45970 -0.51637 1.15 -1.97 0.02 0.1361
H 3.16707 0.02396 -1.52184 -0.52 -1.16 -2.66 0.0370
H 1.75458 -0.20913 2.47236 -2.00 -1.24 2.04 0.0217
H 3.45853 -0.02397 2.14578 -2.26 1.36 -0.35 0.1455
H 2.16337 1.40777 1.83596 0.41 -0.81 0.16 0.1063
H -3.13288 0.56853 -1.21728 0.17 1.70 -0.50 0.0314
H -4.34743 -0.64628 -0.88574 0.29 1.38 0.72 0.1102
H -3.74665 0.37802 0.63371 0.20 -0.25 -2.68 0.1304
H -0.62800 0.09448 2.53735 -0.05 -1.43 -0.62 0.1015
H -1.33659 -1.72084 2.37797 0.43 0.69 0.50 0.1082
H -2.35594 -0.19413 2.34848 1.78 -1.22 -0.57 0.1273
H -2.95791 -1.95257 0.21904 -0.90 -1.65 1.40 0.0936
H -2.19502 -1.60512 -1.23150 0.19 0.47 0.27 0.1344
H -1.78014 3.91886 -1.93386 0.24 -0.28 0.34 0.0523
H -0.43892 2.66998 -1.74554 0.48 0.80 1.06 0.0197
H -1.99673 2.48616 -0.86404 -0.87 -0.45 2.87 -0.0288
H -1.77607 2.23913 -2.40427 -1.22 -0.65 -1.89 -0.0071
```
Positions in Å, forces in eV/Å.

Calculated values
* E: -13712.33223 eV
* relative energy (zero: lowest compared OMol25 entry of this formula, charge and spin): 3.6295 eV
* total charge: +1
* maximum force: 4.75 eV Å⁻¹

---

Formula: C10H23N5O3Y
Source: the Open Molecules 2025 dataset
Level of theory: the ωB97M-V functional and the def2-TZVPD basis

Geometry as XYZ:
```
42
Properties=species:S:1:pos:R:3:forces:R:3:lowdin_charge:R:1
Y 0.30664 -0.11752 -0.06154 -3.12 2.19 0.85 1.6186
C 4.86094 0.24691 0.83623 0.04 -0.01 -0.03 0.0311
C 3.43810 -0.06201 0.54847 0.00 0.17 0.08 -0.2034
N 2.41727 0.68692 0.79652 0.36 -0.07 0.03 -0.0864
O 2.52600 1.92124 1.37327 0.06 0.08 0.05 0.0139
C 3.05811 -1.37425 -0.12331 0.11 -0.40 -0.11 -0.1927
C 4.01154 -2.42406 -0.56534 -0.02 -0.02 -0.03 0.0365
N 1.79151 -1.37298 -0.24469 2.82 -1.71 -0.13 -0.2971
O 0.79527 -2.07253 -0.75327 0.28 -0.97 -0.30 -0.1577
H 5.01767 1.18429 1.36469 0.04 0.00 0.00 0.0893
H 5.42948 0.28258 -0.09657 -0.02 0.02 -0.01 0.1267
H 5.29955 -0.55029 1.43994 -0.03 0.00 0.02 0.1196
H 3.45793 2.17141 1.49927 -0.04 -0.05 -0.02 0.1099
H 5.02723 -2.22476 -0.23729 0.00 -0.01 0.01 0.0898
H 4.00364 -2.49131 -1.65622 0.01 0.02 0.00 0.1198
H 3.69928 -3.39941 -0.18954 0.00 0.01 0.01 0.1119
N -2.35215 -2.55397 3.96133 -0.06 -0.04 0.04 0.0777
C -1.31701 -3.28500 3.15305 0.13 -0.03 -0.16 -0.0718
C -1.08477 -2.56968 1.82878 -0.02 0.01 0.01 -0.1599
N -0.66171 -1.14625 2.00654 -0.34 -0.21 0.61 -0.1380
C -1.70692 -0.44897 2.81251 0.02 -0.11 0.04 -0.1581
C -1.96567 -1.11706 4.16024 0.06 0.20 -0.06 -0.0756
H -2.47757 -3.01181 4.87009 0.02 0.01 0.00 0.2025
H -3.26326 -2.61204 3.49504 0.00 -0.01 0.02 0.1976
H -1.65341 -4.30725 2.98702 -0.06 0.02 0.02 0.1565
H -0.40728 -3.31867 3.75377 -0.03 0.01 0.05 0.1507
H -2.00086 -2.57164 1.23294 0.01 0.00 -0.03 0.1428
H -0.33373 -3.11238 1.25671 0.02 0.01 0.01 0.1251
H 0.18393 -1.16638 2.58482 0.02 0.02 -0.06 0.1292
H -2.62591 -0.43256 2.22186 0.00 0.04 -0.01 0.1377
H -1.41478 0.58397 3.00154 0.01 0.00 0.01 0.1378
H -2.76147 -0.60551 4.69960 -0.04 -0.05 -0.01 0.1550
H -1.07139 -1.10815 4.78442 -0.01 -0.05 0.02 0.1505
C -0.95358 3.10062 -1.28390 0.00 0.06 -0.06 0.0343
C -0.20228 2.20084 -2.21195 0.05 0.06 -0.14 -0.4764
N 0.07573 2.59347 -3.42257 0.04 -0.11 -0.10 0.2756
O 0.17314 1.04591 -1.80747 -0.30 0.93 -0.61 -0.1591
H -1.19709 4.06313 -1.72673 0.01 0.00 0.00 0.1075
H -0.34821 3.27993 -0.39181 0.00 0.01 -0.01 0.1017
H -1.88888 2.61542 -0.99677 0.00 0.00 -0.01 0.1064
H -0.20580 3.49937 -3.77073 -0.03 0.00 0.04 0.1583
H 0.56598 1.97761 -4.06022 0.00 0.01 0.01 0.1619
```
Positions in Å, forces in eV/Å.

Calculated values
* E: -25353.37524 eV
* total charge: +3
* maximum force: 3.90 eV Å⁻¹

---

Formula: C10H23NSi
Source: the Open Molecules 2025 dataset
Level of theory: the ωB97M-V functional and the def2-TZVPD basis

Geometry as XYZ:
```
35
Properties=species:S:1:pos:R:3:forces:R:3:lowdin_charge:R:1
C -2.15867 1.31932 -0.59302 0.82 0.96 0.01 -0.3136
C -3.79409 -1.31443 0.63447 2.53 -0.58 -4.55 -0.0649
C 1.66227 -1.85573 1.67385 2.03 0.64 0.92 -0.1754
C 1.05589 -2.09567 -1.88681 -4.26 3.82 0.84 -0.1449
C 1.20088 3.16597 0.65007 -0.58 -2.43 1.86 -0.1940
C -2.33751 -1.15440 0.02901 -0.43 -0.12 -3.05 -0.3170
C 1.95383 -0.36809 1.55334 -6.05 1.64 0.08 -0.2958
C 1.66523 -0.69024 -1.73882 -2.03 2.17 -2.10 -0.3326
C 1.67451 2.13707 -0.39808 1.24 0.78 -0.02 -0.3474
C -1.72428 0.21079 0.19201 1.51 -1.64 0.03 -0.2066
N -1.70227 2.49059 -0.24009 -1.15 0.10 -1.30 0.0339
Si 1.28287 0.30267 -0.15840 -1.35 0.22 -0.06 0.8866
H -2.78940 1.02471 -1.52239 0.83 0.85 1.34 0.1358
H -4.28217 -0.47030 0.14149 -0.91 -0.60 0.52 0.0751
H -4.06970 -2.35128 0.41131 -0.76 0.51 -0.38 0.0741
H -3.67387 -1.27857 1.62099 -0.09 0.81 4.21 0.0112
H 0.70836 -2.21225 1.42917 -1.45 0.02 -0.87 0.0424
H 2.41881 -2.35326 1.13647 0.62 -0.94 -1.38 0.0548
H 1.84836 -2.28285 2.63111 0.06 0.17 1.37 0.0587
H 0.62111 -2.31602 -2.83890 -0.39 0.34 -0.74 0.0636
H 1.74549 -2.77787 -1.77200 3.56 -3.72 1.15 0.0023
H 0.21741 -2.18337 -1.12572 1.00 -0.33 -0.90 0.0668
H 0.47333 2.74895 1.41893 0.87 0.58 -1.04 0.0772
H 2.08252 3.45969 1.12898 1.15 0.69 1.35 0.0330
H 0.78719 4.03314 0.23859 -0.87 1.06 -0.82 0.0386
H -2.34075 -1.49320 -1.10512 -0.34 0.87 1.87 0.1284
H -1.56961 -1.78144 0.38821 0.33 -1.42 1.07 0.0389
H 2.87067 0.07424 1.72083 2.34 0.17 0.52 0.0237
H 1.19215 0.25001 2.30882 1.88 -1.40 -1.72 0.1259
H 1.44567 0.04877 -2.69911 -0.02 -1.73 2.46 0.1312
H 2.70252 -0.70853 -1.82679 2.18 -0.34 0.06 0.0220
H 2.83898 2.24257 -0.46370 -1.81 -0.49 0.02 0.1035
H 1.32034 2.64794 -1.28414 -0.07 -1.01 -0.94 0.0545
H -1.33137 0.26518 1.20803 -0.37 1.08 -0.09 0.0694
H -1.99469 3.26586 -0.86256 -0.03 -0.74 0.28 0.0408
```
Positions in Å, forces in eV/Å.

Calculated values
* E: -20105.58765 eV
* relative energy (zero: lowest compared OMol25 entry of this formula, charge and spin): 4.1109 eV
* maximum force: 6.27 eV Å⁻¹

---

Formula: C10H24
Source: the Open Molecules 2025 dataset
Level of theory: the ωB97M-V functional and the def2-TZVPD basis

Geometry as XYZ:
```
34
Properties=species:S:1:pos:R:3:forces:R:3:lowdin_charge:R:1
C 0.17425 -0.14732 -4.28788 -1.34 -0.08 0.89 -0.1207
C -3.60419 -2.43231 -5.01944 -1.23 -0.68 -0.03 -0.1516
C -0.95330 0.30203 -5.27782 2.73 1.06 -0.20 -0.2901
C -2.89552 -1.21077 -4.53967 0.68 0.47 -0.12 -0.2857
C -1.98305 -0.69999 -5.67988 0.03 -0.61 0.43 -0.2513
H 1.05796 0.51210 -4.31669 -0.50 -0.19 -0.08 0.0675
H 0.50358 -1.18490 -4.46562 -0.17 0.37 -0.03 0.0729
H -0.27602 -0.08844 -3.28268 0.62 -0.26 -0.03 0.0603
H -4.26048 -2.15350 -5.86096 0.12 -0.36 0.21 0.0785
H -4.23092 -2.81416 -4.19604 0.05 -0.14 -0.47 0.0742
H -2.92978 -3.23941 -5.35168 -0.17 0.38 0.16 0.0791
H -1.37016 1.27057 -4.94079 0.10 -0.47 -0.15 0.1110
H -0.26531 0.50671 -6.12057 -1.07 0.34 -0.43 0.0986
H -2.32506 -1.51003 -3.63941 0.06 0.49 -0.40 0.1090
H -3.63549 -0.44751 -4.23092 0.41 -0.22 -0.11 0.1157
H -2.56692 -0.29355 -6.52803 0.05 -0.32 0.44 0.1193
H -1.41861 -1.57754 -6.04970 -0.36 0.22 -0.07 0.1133
C 3.87159 0.80102 5.58746 -0.34 -0.43 -1.17 -0.1261
C 0.05950 -0.05548 3.79918 -0.94 0.80 -0.15 -0.1326
C 2.72546 1.78446 5.83149 0.69 0.59 1.30 -0.2931
C 1.04840 1.10706 3.96499 1.33 -1.56 0.08 -0.2652
C 1.34034 1.26245 5.47662 -0.22 0.42 0.02 -0.2481
H 3.91166 0.53637 4.51743 0.29 -0.15 0.37 0.0605
H 3.59664 -0.09919 6.16246 0.36 0.10 -0.31 0.0763
H 4.87509 1.12936 5.90649 -0.57 0.11 -0.07 0.0739
H -0.19798 -0.26523 2.74736 0.09 0.12 0.39 0.0687
H -0.83759 0.33252 4.31035 -0.16 -0.69 -0.24 0.0719
H 0.35921 -1.00023 4.28314 0.13 0.55 -0.15 0.0749
H 2.84355 1.82430 6.93145 -0.84 0.76 -0.21 0.1015
H 2.85592 2.81227 5.44155 0.30 -0.55 0.02 0.1111
H 0.71964 2.02979 3.44931 0.06 -0.45 0.49 0.1135
H 1.98893 0.77142 3.48729 -0.24 0.46 -0.01 0.0911
H 1.25488 0.29679 6.01107 -0.31 0.24 -0.47 0.1088
H 0.56374 1.94033 5.88013 0.37 -0.33 0.13 0.1131
```
Positions in Å, forces in eV/Å.

Calculated values
* E: -10758.70431 eV
* relative energy (zero: lowest compared OMol25 entry of this formula, charge and spin): 1.2164 eV
* maximum force: 2.93 eV Å⁻¹

---

Formula: C10H24AgF3O10S
Source: the Open Molecules 2025 dataset
Level of theory: the ωB97M-V functional and the def2-TZVPD basis

Geometry as XYZ:
```
49
Properties=species:S:1:pos:R:3:forces:R:3:lowdin_charge:R:1
Ag -0.37814 -0.33039 0.53935 0.77 0.91 1.49 0.7810
C -5.09461 -0.58553 1.51586 3.16 3.52 1.26 -0.6623
F -5.83469 -0.16508 0.46507 -0.40 -1.16 0.94 0.1004
F -5.69063 -0.47177 2.72073 -1.26 0.02 -0.86 0.0919
F -4.66753 -1.80734 1.43627 -0.48 -1.89 -1.04 0.1411
S -3.51416 0.54963 1.64943 1.85 2.58 2.04 0.5176
O -2.61629 0.06687 0.59202 -1.59 -0.43 -0.56 -0.4291
O -3.97825 1.93926 1.43507 -0.43 -1.92 -0.35 -0.3721
O -2.92103 0.38354 2.98888 -1.92 -0.78 -1.75 -0.3272
C 1.12650 1.12583 2.45601 -1.73 0.50 2.58 -1.1312
O 1.77740 1.68599 3.31603 2.92 1.52 2.91 -0.0801
O 1.38371 1.29720 1.25613 1.54 0.38 -7.02 -0.1681
O 0.06569 0.52598 2.73948 -2.58 -2.88 0.22 -0.1367
C 1.41037 1.56337 -2.49081 0.35 -1.22 0.71 -0.0683
C 0.82100 0.12026 -2.62561 0.39 1.42 -0.13 -0.2633
O -0.36658 0.03409 -1.80652 0.91 -0.54 -1.15 -0.1499
H 1.69182 1.55680 -1.43779 -0.36 0.61 0.34 0.0602
H 0.74233 2.39931 -2.69827 -0.07 -0.27 -0.10 0.0563
H 2.38889 1.71298 -2.94712 -0.14 -0.20 -0.65 0.0678
H 1.61188 -0.55008 -2.28909 -0.38 -0.19 0.59 0.0968
H 0.61210 -0.21258 -3.64231 -0.31 0.23 -0.26 0.0933
H -1.04324 0.51133 -2.29230 -0.30 0.16 0.30 0.0925
C -0.94437 3.40312 -0.73131 0.13 -0.22 -1.94 -0.1048
C 0.07289 4.41303 -0.30273 -0.10 -0.93 2.09 -0.3287
O 0.35335 4.04549 1.03712 -0.11 1.94 0.56 -0.0836
H -1.89613 3.49681 -0.20836 0.29 -0.12 0.24 0.0852
H -0.51834 2.40173 -0.66954 -0.24 -0.05 0.51 0.0413
H -1.12316 3.54402 -1.79728 -0.46 0.04 -0.52 0.0532
H -0.39356 5.39815 -0.31072 0.26 0.30 0.10 0.0962
H 1.05022 4.43948 -0.78462 -0.20 -0.06 -1.01 0.0995
H 0.66424 3.13747 1.05790 0.49 -1.07 0.17 0.0345
C 4.28820 -2.45036 -0.10904 -0.82 0.19 0.16 -0.0844
C 3.07526 -1.63050 0.36795 -0.17 -0.49 0.48 -0.3732
O 3.29774 -0.30159 0.10878 1.43 0.35 -0.95 -0.0765
H 4.28731 -3.41888 0.39102 -0.11 -0.32 -0.38 0.0551
H 5.24353 -1.99642 0.15437 -0.20 0.41 0.13 0.0640
H 4.24363 -2.51358 -1.19630 0.17 -0.37 -0.05 0.0572
H 2.84599 -1.83431 1.41390 0.57 0.21 0.70 0.1067
H 2.09944 -1.90034 -0.03586 0.02 -0.72 -0.90 0.0772
H 2.47975 0.19663 0.17422 -0.79 0.89 1.13 0.0154
C -0.96740 -3.08890 -0.88152 0.43 0.19 -0.17 -0.0992
C -0.83285 -3.59089 0.55780 -0.64 -0.24 -1.10 -0.3181
O -0.11245 -2.68678 1.36129 -0.16 -0.53 -0.11 -0.0950
H -0.00015 -2.89677 -1.34586 0.25 -0.28 0.04 0.0609
H -1.47789 -2.13309 -0.99954 -0.28 0.01 0.55 0.0456
H -1.51110 -3.80462 -1.49815 -0.02 -0.22 0.03 0.0662
H -0.38017 -4.58239 0.56835 0.41 -0.10 -0.15 0.1009
H -1.85169 -3.78652 0.89215 -0.20 0.40 0.61 0.1019
H 0.48117 -3.20954 1.90529 0.10 0.41 0.27 0.0919
```
Positions in Å, forces in eV/Å.

Calculated values
* E: -54219.47756 eV
* relative energy (zero: lowest compared OMol25 entry of this formula, charge and spin): 1.2383 eV
* total charge: -2
* maximum force: 7.19 eV Å⁻¹